Here is a 10-piece molecular cluster, C38H63N3O21 overall in a non-equilibrium geometry from OMol25. Energies are from wB97M-V/def2-TZVPD.

E_HOMO, eV: -10.21
E_tot, eV: -87889.01120
ΔE to the lowest compared entry with this formula, charge and spin, kcal per mole: 37.23

The geometry in XYZ format:
```
125
Properties=species:S:1:pos:R:3:forces:R:3
C -5.165968 -5.614936 1.488904 -2.1 0.2 0.6
C -3.717968 -5.681936 1.486904 2.3 -3.3 -0.5
C -2.989968 -5.350936 0.140904 0.7 -2.4 1.5
O -2.480968 -4.094936 0.333904 0.4 1.5 0.6
C -2.377968 -3.872936 1.654904 2.4 3.5 0.8
O -1.722968 -2.904936 2.082904 -2.1 -3.1 -0.9
O -3.022968 -4.794936 2.362904 -0.3 0.4 0.5
H -5.678968 -5.688936 2.437904 0.6 -0.7 0.8
H -5.689968 -6.354936 0.854904 0.6 0.7 -0.2
H -5.396968 -4.611936 1.318904 -1.0 1.8 -1.4
H -3.492968 -6.742936 1.825904 0.5 1.2 -0.4
H -3.533968 -5.395936 -0.727096 -2.0 0.2 -1.9
H -2.163968 -6.042936 -0.070096 0.0 0.0 0.4
C 4.121032 4.884064 1.155904 0.2 -0.5 0.1
C 3.963032 4.217064 -0.185096 1.8 -1.9 1.6
C 2.559032 3.906064 -0.500096 -1.2 1.3 -0.7
O 2.495032 4.380064 -1.881096 -3.0 -2.6 0.2
C 3.536032 5.068064 -2.208096 1.4 1.4 -1.6
O 3.678032 5.677064 -3.229096 -0.3 -0.1 -0.1
O 4.438032 5.045064 -1.255096 1.1 -0.4 1.8
H 3.557032 4.304064 1.946904 0.8 0.6 -0.8
H 3.629032 5.813064 0.931904 0.0 1.0 0.8
H 5.208032 4.978064 1.395904 -1.1 0.1 0.1
H 4.491032 3.250064 -0.090096 0.4 0.6 -0.9
H 1.861032 4.591064 -0.017096 -0.1 -0.2 0.5
H 2.249032 2.869064 -0.247096 0.2 0.6 -1.0
C -4.776968 -1.561936 0.048904 -1.1 -2.7 0.7
C -4.132968 -0.942936 -1.120096 -0.6 0.0 0.6
C -2.623968 -1.137936 -1.300096 1.0 -0.7 0.2
O -2.577968 -1.747936 -2.610096 4.8 1.4 3.0
C -3.702968 -1.813936 -3.127096 -3.9 -1.3 -4.7
O -3.799968 -2.172936 -4.286096 -1.1 0.3 1.0
O -4.729968 -1.484936 -2.304096 0.9 0.2 -0.4
H -4.409968 -1.216936 0.948904 1.2 1.3 1.8
H -4.564968 -2.652936 0.193904 -0.3 0.7 -0.8
H -5.863968 -1.415936 0.187904 0.4 0.0 -0.8
H -4.395968 0.097064 -1.048096 0.1 0.8 -0.5
H -2.058968 -1.852936 -0.673096 -0.9 0.2 0.3
H -2.033968 -0.205936 -1.246096 -0.5 -0.2 -0.5
C -4.416968 2.646064 3.336904 -1.3 0.1 -0.5
C -3.877968 1.472064 2.572904 0.7 -0.3 0.4
C -2.507968 0.965064 3.099904 -1.0 -0.6 0.7
O -2.771968 -0.475936 3.278904 3.7 1.8 -0.2
C -4.039968 -0.667936 3.365904 -1.1 -3.3 0.5
O -4.518968 -1.716936 3.748904 -0.1 1.4 -0.4
O -4.687968 0.352064 2.881904 -2.8 1.1 -0.7
H -5.530968 2.739064 3.348904 0.9 0.0 -0.7
H -3.922968 3.540064 3.032904 0.1 0.9 -0.5
H -4.202968 2.548064 4.358904 0.6 -0.4 1.6
H -3.810968 1.632064 1.454904 -0.3 -0.2 1.2
H -2.086968 1.300064 4.061904 -0.7 0.3 -0.3
H -1.824968 1.249064 2.352904 1.5 -0.7 -0.9
C 2.561032 -3.955936 -4.502096 -0.7 -0.1 -0.6
C 2.432032 -4.374936 -3.051096 4.9 0.5 -1.1
C 2.368032 -3.164936 -2.132096 2.7 -0.9 1.1
O 1.093032 -3.247936 -1.610096 -0.3 2.0 1.6
C 0.476032 -4.274936 -2.098096 -2.4 -2.3 2.2
O -0.581968 -4.676936 -1.692096 0.0 0.5 -0.9
O 1.283032 -4.982936 -2.851096 -3.4 -3.0 -0.6
H 2.615032 -4.876936 -5.142096 0.1 1.1 0.4
H 3.437032 -3.301936 -4.606096 -0.1 -0.3 -0.3
H 1.631032 -3.361936 -4.774096 1.1 -0.7 0.2
H 3.246032 -5.140936 -2.783096 -0.7 1.3 -0.3
H 2.390032 -2.288936 -2.664096 0.5 2.2 -1.4
H 3.237032 -3.118936 -1.385096 -1.6 -0.2 -0.5
C -3.893968 4.822064 -0.129096 1.2 0.8 -0.2
O -3.236968 3.579064 -0.297096 2.2 -0.4 -1.5
C -2.034968 3.548064 -0.954096 1.8 5.4 -2.9
O -1.401968 4.624064 -1.612096 -4.1 -6.9 4.4
O -1.596968 2.291064 -0.900096 -2.5 1.3 0.4
C -0.479968 2.005064 -1.612096 3.3 -1.4 -2.3
H -3.238968 5.468064 0.422904 0.4 0.6 -0.1
H -4.675968 4.624064 0.517904 -1.8 -0.6 1.1
H -4.273968 5.319064 -1.013096 0.3 -0.3 -0.5
H -0.378968 2.179064 -2.717096 -1.4 -0.1 0.9
H -0.034968 1.026064 -1.392096 -1.3 -0.4 -0.1
H 0.312032 2.553064 -1.245096 1.7 2.0 0.8
C 5.251032 -0.775936 -1.071096 -1.0 0.3 1.6
O 3.899032 -0.372936 -1.463096 -0.4 1.5 -0.9
C 3.744032 0.744064 -2.215096 7.8 3.0 -1.7
O 4.774032 1.556064 -2.511096 -5.4 -4.0 1.9
O 2.583032 0.850064 -2.771096 -0.8 -1.7 1.4
C 2.335032 1.724064 -3.803096 -0.7 3.0 -3.2
H 5.650032 -1.445936 -1.780096 0.1 -0.9 -1.0
H 5.034032 -1.286936 -0.114096 0.6 0.1 -0.6
H 5.990032 0.006064 -0.933096 -0.5 0.5 0.0
H 2.043032 1.226064 -4.771096 0.1 -0.2 1.3
H 3.142032 2.423064 -4.145096 -0.1 -1.0 1.0
H 1.518032 2.424064 -3.527096 0.4 -0.7 0.0
C -0.252968 8.005064 0.861904 -0.2 -0.3 2.5
C -0.435968 6.496064 0.869904 1.3 -0.3 -0.1
C 0.022032 5.796064 2.239904 -0.4 0.1 -1.6
C 0.109032 4.348064 2.239904 0.8 -0.8 -1.1
N 0.193032 3.200064 2.233904 -0.2 0.2 0.1
H -0.618968 8.408064 -0.068096 -0.4 0.5 0.1
H 0.740032 8.333064 1.050904 1.4 0.0 -0.6
H -0.676968 8.369064 1.832904 -0.7 0.3 -1.2
H 0.058032 6.138064 -0.080096 -0.5 -0.4 1.4
H -1.481968 6.374064 0.765904 -1.0 -0.6 -0.3
H -0.688968 5.828064 3.052904 -0.4 1.5 0.3
H 0.976032 6.222064 2.495904 0.4 0.0 0.5
C 0.494032 -0.771936 1.042904 -1.5 -0.3 -1.1
C 1.623032 0.272064 0.953904 -0.6 -1.0 2.6
C 2.924032 -0.253936 1.646904 -1.0 0.8 0.3
C 3.937032 0.805064 1.694904 1.1 0.7 -0.3
N 4.741032 1.642064 1.710904 -1.1 -1.0 0.0
H 0.819032 -1.703936 1.557904 -0.6 0.7 -0.3
H 0.058032 -1.035936 0.054904 1.1 -0.4 0.1
H -0.508968 -0.410936 1.419904 1.5 -0.1 0.7
H 1.285032 1.087064 1.568904 0.1 0.5 0.4
H 1.770032 0.734064 0.041904 0.5 0.3 -2.3
H 3.337032 -1.197936 1.237904 -0.3 0.5 0.4
H 2.559032 -0.324936 2.693904 0.6 -0.8 -0.4
C 1.298032 -4.737936 1.294904 1.4 -0.7 0.6
C 2.385032 -5.875936 1.393904 -1.4 -0.1 0.9
C 3.230032 -5.753936 0.179904 2.7 -2.9 1.5
C 4.367032 -4.912936 0.368904 2.3 3.0 0.2
N 5.295032 -4.227936 0.556904 -1.8 -1.3 -0.4
H 0.962032 -4.504936 2.305904 -0.3 0.4 -0.3
H 0.471032 -5.023936 0.639904 0.1 -0.1 0.2
H 1.813032 -3.883936 0.808904 -0.5 -0.1 0.6
H 1.934032 -6.891936 1.463904 0.1 0.7 -0.3
H 3.071032 -5.855936 2.266904 -0.7 0.5 -0.2
H 2.726032 -5.628936 -0.695096 -1.5 0.8 -2.4
H 3.776032 -6.704936 0.051904 -0.4 -0.2 -0.2
```
Forces are in eV/Å.



Here is one molecule with the formula CH4S in a non-equilibrium geometry from OMol25. Energies are from wB97M-V/def2-TZVPD.

E_HOMO, eV: -9.11
E_tot, eV: -11936.12209
ΔE to the lowest compared entry with this formula, charge and spin, kcal per mole: 17.70

The geometry in XYZ format:
```
6
Properties=species:S:1:pos:R:3:forces:R:3
C -0.362060 -0.223646 -0.057654 -2.4 -2.5 2.5
H -0.752254 0.170529 0.934686 0.8 -0.2 -1.1
H -0.672145 0.461408 -0.804127 -0.4 0.3 -0.9
H -1.022915 -1.246214 -0.085302 2.2 2.2 -0.5
H 1.346021 1.155316 0.040136 1.0 -2.5 -0.1
S 1.463351 -0.317394 -0.027741 -1.1 2.8 0.1
```
Forces are in eV/Å.



Here is C49H80N8O4S3Si5SnTe as an isolated structure from OMol25. Energies are from wB97M-V/def2-TZVPD.

Total charge: -2
E_HOMO (alpha / beta), eV: -0.10 / -0.40
E_tot, eV: -157253.31886
ΔE to the lowest compared entry with this formula, charge and spin, kcal per mole: 44.03

The geometry in XYZ format:
```
151
Properties=species:S:1:pos:R:3:forces:R:3
Sn 0.182045 1.515706 1.522293 0.3 -0.2 0.2
C -1.519053 3.164307 5.308482 0.0 0.0 -0.1
C -1.101180 2.351611 4.305309 -0.2 0.0 0.0
N -0.737099 2.816696 3.074310 0.3 -0.1 0.0
C -0.833175 4.193895 2.914416 -0.1 0.0 0.1
C -1.294865 4.974793 3.972017 0.0 0.0 -0.1
N -1.638795 4.530762 5.170873 0.0 0.0 0.1
C -0.360542 4.749595 1.663382 0.0 0.0 0.0
C -0.596334 6.063456 1.297053 0.0 0.0 0.0
C -0.108312 6.592432 0.085911 0.0 0.0 0.0
C 0.660076 5.673520 -0.698524 -0.1 0.0 0.0
C 0.871166 4.394955 -0.266575 -0.1 0.1 0.0
N 0.348142 3.878182 0.881304 0.0 0.0 -0.1
C 1.793784 3.551516 -1.059471 -0.1 -0.1 -0.1
C 1.779206 3.599555 -2.460456 -0.1 0.0 0.0
N 2.608838 2.894348 -3.214855 0.1 0.1 0.0
C 3.473222 2.115278 -2.564776 -0.1 0.0 0.0
C 3.481261 2.043283 -1.182064 0.0 -0.1 0.0
N 2.645833 2.745950 -0.426085 0.1 0.1 0.0
C -0.310062 7.949152 -0.309175 0.0 0.0 0.0
C -0.727654 8.967620 0.589286 0.0 0.0 0.0
C -0.884756 10.261762 0.153562 0.0 0.0 0.0
N -0.677658 10.690701 -1.103472 0.0 0.0 0.0
C -0.285253 9.731452 -1.957981 0.0 0.0 0.0
C -0.092441 8.408441 -1.635473 0.1 0.0 0.0
H -1.778681 2.747936 6.274576 0.0 0.0 0.0
H -1.072294 1.279919 4.428453 0.1 0.0 0.0
H -1.372654 6.047038 3.828903 0.1 0.0 0.0
H -1.212954 6.678083 1.934890 0.0 0.0 0.0
H 1.155210 6.009993 -1.598565 0.0 0.0 0.0
H 1.049050 4.215380 -2.973061 0.0 0.0 0.0
H 4.149766 1.514267 -3.161379 0.0 0.0 0.0
H 4.170788 1.382110 -0.671020 0.0 0.0 0.0
H -0.893488 8.741699 1.634283 0.0 0.0 0.0
H -1.193546 11.026114 0.862746 0.0 0.0 0.0
H -0.122609 10.056454 -2.982957 0.0 0.0 0.0
H 0.203661 7.717545 -2.413966 0.0 0.0 0.0
C -3.887288 -1.819615 -0.885832 0.0 0.1 0.0
C -2.807954 -0.770309 -0.710610 -0.1 -0.3 -0.1
S -1.225080 -1.310057 -1.290024 0.0 0.2 0.2
C -3.082279 0.417008 -0.148280 -0.1 0.2 0.1
C -4.512399 0.703760 0.267786 0.0 -0.1 0.0
S -1.987875 1.769899 0.031772 -0.1 0.1 -0.1
H -3.480291 -2.739693 -1.303674 0.0 0.0 0.0
H -4.674234 -1.468715 -1.562755 0.0 0.0 0.0
H -4.364679 -2.063343 0.067682 0.0 0.0 0.0
H -4.840727 0.014912 1.052275 0.0 0.0 -0.1
H -5.200815 0.589399 -0.575819 0.0 0.0 0.0
H -4.593127 1.718961 0.647351 0.0 0.0 0.0
C -0.523495 -4.848470 3.186987 0.0 0.1 0.1
C -0.885862 -3.730302 2.208970 0.1 0.0 -0.2
C 0.358021 -3.219876 1.479036 0.0 0.1 0.1
C -1.908015 -4.239118 1.196473 0.0 0.1 0.0
O -1.515491 -2.679224 2.911819 0.0 -0.1 0.2
Si -0.864104 -1.417780 3.775262 0.0 -0.1 -0.3
O -0.441853 -0.213238 2.867256 -0.1 0.2 0.0
O 0.397107 -2.100259 4.630081 -0.1 -0.1 0.0
C 1.054546 -1.629339 5.795141 0.1 0.0 0.1
C 2.383324 -2.376335 5.857865 0.0 0.0 0.0
C 0.215826 -1.966392 7.027202 0.0 0.0 0.0
C 1.313632 -0.127614 5.721220 0.0 0.0 -0.1
O -1.999775 -1.064591 4.929237 0.0 -0.1 0.1
C -3.412904 -0.950751 4.773698 0.0 0.2 -0.1
C -3.897202 -0.056272 5.909145 0.0 0.0 0.0
C -4.037662 -2.340292 4.898406 0.1 0.0 0.0
C -3.758263 -0.322072 3.423855 0.1 -0.1 0.1
H -0.053030 -5.683362 2.661246 0.0 0.0 0.0
H -1.428150 -5.208120 3.682657 0.0 0.0 0.0
H 0.149831 -4.463606 3.953185 0.1 0.0 0.0
H 0.852859 -4.044962 0.953467 0.0 0.0 0.0
H 1.046732 -2.772707 2.202178 0.0 0.0 0.1
H 0.094404 -2.444685 0.756612 0.1 -0.1 0.1
H -1.521483 -5.104948 0.652903 0.0 0.0 0.0
H -2.145851 -3.450759 0.479409 0.0 -0.1 0.1
H -2.825366 -4.527199 1.713776 0.0 0.0 0.0
H 2.209997 -3.454813 5.885106 0.0 0.0 0.0
H 2.948768 -2.087543 6.746977 0.0 0.0 0.0
H 2.977504 -2.133908 4.976339 0.1 0.0 -0.1
H 0.072371 -3.047706 7.094681 0.0 0.0 0.0
H -0.763036 -1.495818 6.946757 0.0 0.0 0.0
H 0.712770 -1.616970 7.935688 0.0 0.0 0.0
H 1.844725 0.118738 4.800386 0.0 0.0 0.0
H 1.906432 0.198090 6.579158 0.0 0.0 0.0
H 0.377646 0.431118 5.717813 0.0 0.0 0.0
H -3.497770 -0.417240 6.859397 0.0 0.0 0.0
H -4.988759 -0.065454 5.960776 0.0 0.0 0.0
H -3.562174 0.970344 5.757053 0.0 0.0 0.0
H -3.819301 -2.755158 5.885686 0.0 0.0 0.0
H -3.614332 -3.001530 4.142892 0.0 0.0 0.0
H -5.121109 -2.286927 4.767664 0.0 0.0 0.0
H -3.233177 0.626347 3.297896 0.0 0.0 0.0
H -4.833941 -0.142755 3.351964 0.0 0.0 0.0
H -3.453344 -0.983226 2.609141 0.0 0.0 0.0
C -2.636794 -1.647873 -6.940900 0.1 0.1 0.0
Si -2.264205 -1.390909 -5.102932 -0.2 0.0 0.0
C -2.749875 -3.019040 -4.283008 0.1 0.0 0.0
C -3.436901 -0.048180 -4.510931 0.0 0.0 0.1
Si -0.042348 -0.781133 -4.579283 0.0 -0.1 0.2
Te -0.208023 0.550003 -2.432139 0.1 0.1 -0.3
Si 0.691777 0.630086 -6.289711 -0.2 0.1 -0.5
C -0.572537 2.028198 -6.452016 0.0 0.0 0.1
C 0.636078 -0.366211 -7.905790 0.0 -0.1 0.0
C 2.424893 1.354844 -6.299371 0.0 0.0 0.3
Si 1.227665 -2.742859 -4.557219 0.1 -0.1 -0.1
C 0.840533 -3.848051 -3.089739 0.0 0.1 0.1
C 0.820779 -3.721672 -6.126752 0.0 0.0 0.0
C 3.074839 -2.400075 -4.623295 0.0 0.1 0.0
H -3.664656 -2.008888 -7.041487 0.0 0.0 0.0
H -1.975347 -2.386424 -7.399747 0.0 0.0 0.0
H -2.545216 -0.718715 -7.507818 0.0 0.0 0.0
H -3.839541 -3.098037 -4.230450 0.0 0.0 0.0
H -2.352275 -3.072703 -3.270186 0.0 0.0 0.0
H -2.368652 -3.876640 -4.844718 0.0 0.0 0.0
H -4.476248 -0.371473 -4.622808 0.0 0.0 0.0
H -3.299466 0.874650 -5.079441 0.0 0.0 0.0
H -3.260663 0.189270 -3.458799 0.0 0.0 0.0
H -1.344008 1.759256 -7.178533 0.0 0.0 0.0
H -0.101467 2.957070 -6.781778 0.0 0.0 0.0
H -1.070860 2.228013 -5.500730 0.0 0.0 0.0
H -0.199871 -1.062980 -7.959617 0.0 0.0 0.0
H 1.557701 -0.942398 -8.026105 0.0 0.0 0.0
H 0.561759 0.321716 -8.753811 0.0 0.0 0.0
H 2.520264 2.229260 -5.654558 0.0 0.0 0.0
H 2.661511 1.635679 -7.329797 0.0 0.0 0.0
H 3.167417 0.626086 -5.966036 0.0 0.0 0.0
H -0.161403 -4.274789 -3.173453 0.0 0.0 0.0
H 0.884389 -3.284588 -2.155633 0.0 0.0 0.0
H 1.566720 -4.664082 -3.027673 0.0 0.0 0.0
H -0.246231 -3.945069 -6.203264 0.0 0.0 0.0
H 1.366932 -4.669987 -6.126207 0.0 0.0 0.0
H 1.107448 -3.166127 -7.022180 0.0 0.0 0.0
H 3.422115 -1.911085 -3.711422 0.0 0.0 0.0
H 3.318527 -1.750251 -5.467974 0.0 0.0 0.0
H 3.627449 -3.336977 -4.742729 0.0 0.0 0.0
C 4.043710 -4.456665 2.828888 0.0 0.0 0.0
C 4.590006 -3.441393 1.883867 0.0 0.0 0.0
C 5.883155 -3.020393 1.852108 0.0 0.0 0.0
C 6.225344 -2.034623 0.888148 0.0 0.0 0.0
N 5.378664 -1.543907 0.024109 0.0 0.0 0.0
C 4.073761 -1.968172 0.031923 0.0 0.0 0.0
S 2.912871 -1.428858 -1.001343 0.0 0.1 -0.1
N 3.730077 -2.908352 0.994442 0.0 0.1 0.0
C 7.625189 -1.497165 0.848339 0.0 0.0 0.0
H 4.820562 -4.809961 3.502548 0.0 0.0 0.0
H 3.634279 -5.305640 2.278668 0.0 0.0 0.0
H 3.234958 -4.022559 3.415631 -0.1 0.0 0.1
H 6.611771 -3.413318 2.545184 0.0 0.0 0.0
H 2.746240 -3.151222 1.018598 0.0 0.0 0.0
H 8.356842 -2.299774 0.952063 0.0 0.0 0.0
H 7.773200 -0.801777 1.677548 0.0 0.0 0.0
H 7.784218 -0.964170 -0.085208 0.0 0.0 0.0
```
Forces are in eV/Å.



Here is one molecule with the formula C4H6N2O in a non-equilibrium geometry from OMol25. Energies are from wB97M-V/def2-TZVPD.

E_HOMO, eV: -10.56
E_tot, eV: -9271.77179
ΔE to the lowest compared entry with this formula, charge and spin, kcal per mole: 39.90

The geometry in XYZ format:
```
13
Properties=species:S:1:pos:R:3:forces:R:3
N -0.587060 -2.000068 -0.955943 0.1 0.2 0.4
C 0.024292 -1.578146 0.059245 -0.3 -0.2 -0.1
O 1.121169 -0.775791 -0.015645 0.0 -0.1 0.1
C 0.928975 0.520999 -0.554198 0.0 0.2 -0.1
C 0.267649 1.433910 0.493393 0.1 0.0 0.0
C -1.196073 1.333895 0.515028 -1.0 0.0 0.0
N -2.350868 1.267791 0.516084 1.1 0.0 0.0
H -1.361929 -2.575553 -0.630168 0.0 0.0 -0.2
H -0.233594 -1.810808 1.096116 0.1 -0.1 -0.1
H 0.345842 0.481680 -1.479981 0.1 0.0 0.1
H 1.929738 0.897900 -0.774449 -0.1 0.0 0.0
H 0.655913 1.156211 1.479761 0.0 0.1 -0.1
H 0.535276 2.480782 0.319141 -0.1 -0.1 0.0
```
Forces are in eV/Å.



Q: ΔE to the lowest compared entry with this formula, charge and spin of number 3 (C49H80N8O4S3Si5SnTe)?
A: 44.03 kcal per mole